(1)
A cluster of 7 separate species, C25H39Cl24O7P2 in total at a distorted geometry, computed with wB97M-V/def2-TZVPD.

XYZ file:
```
97
Properties=species:S:1:pos:R:3:forces:R:3:lowdin_charge:R:1
H 4.0696 -4.3008 -4.3046 -0.121 1.799 0.310 0.137
C -4.7672 0.6248 4.3658 0.180 0.113 -0.304 -1.979
H 3.2587 0.8901 -3.9807 -0.421 -1.159 -1.164 0.086
H 1.0655 2.2466 2.9966 -1.110 -0.607 -1.362 0.030
Cl 0.8526 4.0465 5.2438 -0.227 -0.038 0.122 0.529
H 1.9938 -4.8237 -1.7244 0.544 1.625 -0.007 0.100
Cl -9.5783 3.7701 2.7298 -0.007 0.271 -0.159 0.520
C 5.7934 -6.2268 -0.7611 -0.103 0.097 0.021 -2.015
P 2.6509 -0.6948 2.0674 1.255 -2.343 0.645 0.740
C 3.7661 -3.2377 -3.9802 -1.008 -1.098 0.551 -0.185
Cl -1.9718 0.2268 -3.7519 -0.239 0.174 -0.355 0.629
O -4.6117 -0.4450 -0.8761 -0.613 -0.634 -0.762 -0.112
C 1.0970 1.5758 0.7768 -0.117 2.219 -0.407 -0.441
C -0.8198 3.5269 5.5442 -0.025 -0.092 -0.253 -2.007
H -4.9249 -2.2333 -2.0809 0.751 0.777 0.759 0.110
Cl -4.5307 1.2131 -4.7061 0.043 -0.045 -0.119 0.492
H 1.9773 -0.4143 -4.4421 1.489 0.839 -0.516 0.084
H 0.3556 -2.7375 -1.5717 1.309 0.200 0.702 0.109
Cl -1.3682 4.1745 7.1065 0.045 -0.088 -0.157 0.511
O 5.2814 -0.7252 -4.2354 -4.006 -1.409 -1.448 0.046
C 2.9793 0.0705 -4.7265 0.278 -0.740 0.000 0.011
H 2.2556 3.4548 0.6572 0.281 -1.638 0.146 0.122
H 5.3756 2.6871 -1.5191 -1.159 0.588 0.856 0.067
Cl -4.0683 1.9154 5.3679 -0.617 -0.263 -0.065 0.481
H 1.7145 -2.3342 -3.4661 1.017 -1.429 -0.063 0.100
H -2.4825 -3.4513 1.7614 0.560 1.467 -0.051 0.142
O -1.5657 0.5071 -0.0370 5.133 -2.009 -0.921 -0.210
Cl -3.4259 4.3651 -0.9005 -0.132 0.018 0.282 0.532
C 0.3505 2.1094 2.1017 0.125 0.944 -0.274 -0.137
Cl -3.6104 5.7664 1.6351 -0.090 -0.055 -0.080 0.492
O 3.8247 -2.3393 -5.1287 0.480 1.737 1.499 -0.082
H 0.6038 -1.9746 2.3662 -1.030 0.987 -0.897 0.060
C 1.9945 -1.2819 -0.8078 1.901 -1.367 -1.124 -0.294
Cl 4.1770 -6.6260 -0.1438 0.294 0.067 -0.103 0.529
H 3.0982 -1.5234 -0.5559 -1.645 0.552 0.033 0.062
Cl 6.1184 -7.1758 -2.2278 -0.041 0.134 0.201 0.508
C 2.2736 -3.3382 -3.4112 0.426 0.129 1.121 -0.144
Cl -2.1457 1.5637 -6.3255 -0.149 -0.059 -0.030 0.483
H 4.8108 0.6844 1.9821 -0.597 -1.363 -0.697 0.034
H -3.2872 -1.3490 -2.2114 -1.215 -0.775 1.112 0.067
H -4.7239 0.2534 -1.5529 0.384 -0.792 0.418 0.073
H 3.4306 -3.7051 -1.4297 -1.658 0.168 -0.565 0.033
Cl -8.9995 6.6088 2.8659 -0.104 -0.207 -0.170 0.517
Cl -11.4115 5.6821 1.5461 0.224 -0.043 0.047 0.508
C -0.4078 -0.0624 -0.5887 -6.600 2.102 -1.228 -0.633
C -4.1314 -1.6604 -1.4933 1.310 0.233 -0.203 -0.206
C -9.7021 5.3180 1.8684 0.086 -0.053 0.018 -2.014
P 1.1055 -0.3107 0.5663 -2.667 0.776 -1.114 0.752
H 3.1898 2.1939 1.5815 -0.918 -0.164 -1.264 0.086
H 4.4627 -2.8700 -3.1517 -0.875 -0.503 -1.298 0.094
C 2.2067 -0.1932 3.8255 0.934 0.975 1.245 -0.350
H 2.9182 0.4996 -5.7917 0.069 -0.693 1.617 0.098
H 2.4924 2.3579 -1.5403 1.101 -0.685 1.160 0.112
O -0.4588 -0.3107 -1.8472 1.482 -0.117 1.896 -0.261
H -4.2361 -3.5162 -0.2106 0.908 1.136 0.358 0.119
C 4.4137 -0.3257 1.5773 2.096 0.886 1.199 -0.379
Cl -0.8904 1.7513 5.5835 0.387 0.325 0.047 0.504
Cl 5.8686 -4.4957 -1.1481 0.219 -0.384 0.112 0.555
C 3.2732 2.0787 -0.7344 -0.890 0.638 -0.205 -0.254
H 4.7910 3.4932 0.1111 -0.003 -0.695 -1.664 0.071
H 1.0994 -0.2727 4.0712 1.400 0.080 -0.681 0.019
Cl 7.0110 -6.6111 0.4746 -0.162 0.043 -0.179 0.509
H 4.0492 4.0267 -1.4759 0.975 -1.378 0.693 0.074
O -0.9731 -2.2187 1.0327 -0.798 1.217 1.412 -0.184
C 1.3642 -2.7630 -1.0494 0.393 -0.319 1.258 -0.222
H 2.0725 -0.6896 -1.7962 -0.675 -0.738 1.655 0.082
H 5.0972 -1.1173 2.0707 -1.080 1.127 -0.785 0.032
C -2.2643 -2.3183 1.6550 -1.107 -1.833 -0.655 -0.227
C -3.5131 -2.6355 -0.3434 -0.741 0.824 -1.687 -0.171
H 2.5420 0.8803 4.0435 -0.607 -1.287 -0.133 0.024
Cl -3.2925 -1.0821 -5.9828 -0.054 0.145 -0.033 0.486
H -0.6405 -0.6342 2.4659 0.519 -0.518 -1.308 0.084
H 2.7661 -0.8536 4.5872 -0.812 0.847 -1.251 0.039
Cl -6.4770 0.9874 4.0421 0.193 -0.053 0.062 0.516
Cl -6.0220 4.8345 0.3127 0.863 -0.091 0.240 0.457
Cl -3.8850 0.5206 2.8312 -0.065 -0.717 0.610 0.553
O -3.3515 -1.8195 0.8268 1.713 -1.450 0.635 -0.182
Cl -1.8683 4.1383 4.2487 0.311 -0.031 0.215 0.494
H 3.5347 0.9890 -0.9226 -0.112 1.395 0.450 0.068
H 0.4766 2.0112 -0.0974 0.901 -0.901 1.326 0.118
C 2.5032 2.3228 0.6733 0.229 0.669 -0.718 -0.241
C 4.1402 -1.0233 -4.6625 2.150 1.159 0.597 -0.410
C -4.3107 4.4716 0.6360 0.174 -0.344 -0.209 -1.986
H -2.5449 -3.0428 -0.7829 -0.988 0.595 0.900 0.127
C -2.9827 0.4799 -5.1888 0.398 -0.085 0.504 -2.007
C 2.3600 -3.7362 -1.8336 -0.994 0.102 -0.707 -0.214
H 1.6180 -4.1111 -3.9349 1.095 1.068 0.406 0.116
H 1.2160 -3.2185 -0.0001 0.057 0.698 -1.534 0.108
H -2.3262 -1.8897 2.7063 0.155 0.019 -1.588 0.111
C -0.0939 -1.3064 1.7277 0.849 -1.248 1.511 -0.315
H 0.0098 3.1845 1.8449 0.458 -1.616 0.380 0.082
H 4.6684 -0.3403 0.4716 -0.799 -0.049 1.324 0.024
Cl -4.1875 2.9252 1.4980 -0.071 0.999 -0.538 0.492
Cl -8.8192 5.2115 0.3316 -0.950 0.133 0.187 0.474
C 4.4952 3.1093 -0.9358 -1.067 0.375 0.642 -0.129
H -0.5994 1.5432 2.3643 1.340 0.576 -0.373 0.050
Cl -4.6430 -0.9255 5.2275 -0.015 0.163 -0.070 0.519
```
Forces are in eV/Å.

The net charge is -1. The frontier orbital gap comes out at 5.65 eV. Its HOMO energy is -4.15 eV. Its LUMO energy is 1.5 eV.

***

(2)
A structure of composition CH2N2S2 at a distorted geometry, computed with wB97M-V/def2-TZVPD.

XYZ file:
```
7
Properties=species:S:1:pos:R:3:forces:R:3:lowdin_charge:R:1
N -1.0336 -0.0824 0.6965 -0.470 -1.272 -1.697 0.054
H -1.9219 -0.5379 0.2994 2.063 1.317 1.265 0.147
C 0.1088 -0.0885 -0.0830 -0.613 -0.385 0.094 -0.999
S 2.0180 -0.0499 -1.4184 -0.880 -2.084 -1.024 0.456
N 0.4551 -0.9226 -1.0207 1.100 1.098 -0.144 -0.279
S 1.3499 1.1036 0.0741 -0.318 1.466 1.475 0.549
H -0.9763 0.5777 1.4520 -0.881 -0.141 0.031 0.072
```
Forces are in eV/Å.

The net charge is 0. The frontier orbital gap comes out at 8.65 eV. Its HOMO energy is -8.47 eV. Its LUMO energy is 0.2 eV. For the energy relative to the best compared isomer or geometry (same formula, charge and spin), the calculation gives 9.3 kcal/mol.

***

(3)
A cluster of 2 separate species, C5H9NO in total at a distorted geometry, computed with wB97M-V/def2-TZVPD.

XYZ file:
```
16
Properties=species:S:1:pos:R:3:forces:R:3:lowdin_charge:R:1
C 1.2281 -0.5601 -0.6240 -1.602 -1.144 -0.286 -0.007
C 0.1863 0.4428 -0.9723 1.629 0.601 -0.674 -0.266
H -3.1950 -1.0425 1.0633 -0.493 -0.145 -0.020 0.068
C 2.3070 -0.2533 0.2654 -0.167 -0.323 0.648 -0.356
H 1.0433 -1.5767 -0.9465 0.331 -0.023 -0.194 0.085
H 1.6015 -0.7717 2.8362 -0.026 0.150 0.144 0.046
H 2.8573 -1.0982 0.7045 0.288 -0.067 -0.315 0.106
C -0.9776 -0.2212 -0.5619 0.419 1.493 0.677 0.024
N -3.3065 -0.4446 0.2496 0.889 -0.006 0.426 0.003
H 1.7530 -0.0419 2.8611 -0.048 -0.200 0.077 0.047
O 2.5763 0.8856 0.5791 0.236 0.604 0.050 0.010
H 0.2743 0.7619 -2.0207 -0.259 -0.023 -0.093 0.138
H 0.4313 1.3505 -0.3997 -0.240 0.047 0.113 0.145
H -2.0572 1.2742 0.3804 0.106 0.109 -0.281 0.113
C -2.0406 0.2289 0.0651 -0.980 -0.819 -0.462 -0.218
H -3.4473 -1.0262 -0.5666 -0.081 -0.253 0.190 0.061
```
Forces are in eV/Å.

The net charge is 0. The frontier orbital gap comes out at 5.72 eV. Its HOMO energy is -8.15 eV. Its LUMO energy is -2.4 eV. For the energy relative to the best compared isomer or geometry (same formula, charge and spin), the calculation gives 177.3 kcal/mol.